a:
Below is a molecular structure, C2H4NO2, with properties calculated with ωB97M-V/def2-TZVPD.

The geometry in XYZ format:
```
9
Properties=species:S:1:pos:R:3:lowdin_charge:R:1
C -0.1850 0.7845 0.3782 -0.206
C 0.1098 -0.4628 -0.2608 -0.477
N -1.0977 -0.3653 0.4987 -0.256
O -2.1867 -0.4459 -0.2547 -0.406
O 1.2552 -1.1695 0.1996 -0.074
H 0.2921 0.9255 1.4101 0.100
H -0.3242 1.7561 -0.1067 0.077
H 0.2100 -0.3616 -1.6299 0.198
H 1.9265 -0.6610 -0.2346 0.044
```

- Charge: -1
- HOMO level: -1.61 eV

=====

b:
Below is a gas-phase ion, C2H4NO2 (charge -1), with properties calculated with ωB97M-V/def2-TZVPD.

The geometry in XYZ format:
```
9
Properties=species:S:1:pos:R:3:lowdin_charge:R:1
O 1.6662 -0.9896 0.1547 -0.205
C 0.5424 -0.5122 0.5731 -0.617
N 0.2344 0.8498 0.7024 0.067
C -0.4918 0.0699 -0.5197 -0.438
O -1.7735 -0.5617 -0.5487 -0.301
H 0.0080 -1.1655 1.2822 0.129
H 1.0620 1.2673 0.2674 0.085
H -1.3146 0.8639 -0.4736 0.159
H 0.0668 0.1782 -1.4378 0.121
```

- Charge: -1
- HOMO level: -2.46 eV

=====

Energy ordering: a at the bottom, the next structure 12.1 kJ/mol above.

=====

a:
Below is C18H26N6O in the gas phase, with properties calculated with ωB97M-V/def2-TZVPD.

The geometry in XYZ format:
```
51
Properties=species:S:1:pos:R:3:lowdin_charge:R:1
C -0.2999 -0.2417 3.4508 -0.069
C -0.6552 0.7500 2.3497 -0.358
C -0.1997 2.1612 2.7114 -0.062
C -0.0798 0.3347 0.9770 -0.221
C 1.4072 0.4145 0.9327 -0.271
N 2.2728 0.1975 1.8987 0.081
N 3.4796 0.3738 1.3809 -0.031
N 3.4121 0.6828 0.1553 0.044
N 2.1211 0.7190 -0.1836 -0.060
C 1.6990 1.0717 -1.5123 -0.069
C 0.8311 2.3053 -1.5043 -0.226
C 1.2034 3.4093 -0.7461 -0.040
C 0.4039 4.5373 -0.7166 -0.078
C -0.7698 4.5756 -1.4507 -0.086
C -1.1387 3.4836 -2.2177 -0.076
C -0.3435 2.3509 -2.2431 -0.048
N -0.5914 -0.9884 0.6016 -0.099
C 0.3954 -2.0492 0.5489 -0.177
C -0.3076 -3.3999 0.4620 -0.125
C -1.1650 -3.4687 -0.8081 -0.246
C -0.2673 -3.4743 -2.0421 -0.523
N 0.3231 -4.6712 -2.2680 0.172
O -0.0672 -2.5252 -2.7682 0.055
C -2.1378 -2.2890 -0.7899 -0.120
C -1.4076 -0.9624 -0.5996 -0.179
H -0.6691 -1.2298 3.1920 0.068
H 0.7774 -0.2847 3.5805 0.060
H -0.7570 0.0668 4.3881 0.077
H -1.7440 0.7516 2.2240 0.138
H -0.4267 2.8614 1.9082 0.069
H -0.7037 2.4976 3.6140 0.078
H 0.8716 2.1752 2.8956 0.074
H -0.4463 1.0680 0.2448 0.135
H 1.1720 0.2281 -1.9698 0.121
H 2.6191 1.2538 -2.0772 0.138
H 2.1202 3.3835 -0.1743 0.119
H 0.6987 5.3872 -0.1195 0.106
H -1.3949 5.4555 -1.4256 0.102
H -2.0513 3.5099 -2.7942 0.104
H -0.6363 1.4976 -2.8376 0.113
H 0.9957 -2.0125 1.4596 0.120
H 1.0731 -1.9484 -0.3199 0.130
H 0.4380 -4.1971 0.4772 0.114
H -0.9572 -3.5151 1.3311 0.122
H -1.7350 -4.4050 -0.8113 0.143
H 0.1735 -5.4671 -1.6749 0.103
H 0.9575 -4.7615 -3.0444 0.113
H -2.6977 -2.2504 -1.7256 0.122
H -2.8402 -2.4323 0.0331 0.121
H -2.1465 -0.1640 -0.4915 0.128
H -0.8092 -0.7655 -1.5008 0.096
```

- Charge: 0
- SMILES: CC(C)[C@@H](c1nnnn1Cc1ccccc1)N1CCC(C(N)=O)CC1
- HOMO level: -8.51 eV

=====

b:
Below is C18H26N6O in the gas phase, with properties calculated with ωB97M-V/def2-TZVPD.

The geometry in XYZ format:
```
51
Properties=species:S:1:pos:R:3:lowdin_charge:R:1
C 2.6626 3.5039 -0.0125 -0.021
C 3.4116 2.2111 -0.0145 -0.306
C 4.7960 2.1538 -0.0807 0.020
C 5.3875 0.8900 -0.0948 -0.309
C 6.8670 0.7120 -0.1595 -0.026
N 4.6523 -0.2086 -0.0488 0.191
C 3.3377 -0.0660 0.0119 -0.282
N 2.5897 -1.2176 0.0584 -0.009
N 3.1825 -2.4318 0.0411 0.128
C 2.2200 -3.3190 0.0952 -0.343
C 2.4974 -4.7772 0.0950 -0.034
C 0.9479 -2.6927 0.1501 0.046
C 1.2152 -1.3501 0.1251 -0.196
N 0.4049 -0.2386 0.1535 0.143
C -0.9594 -0.2510 0.2342 -0.406
O -1.6117 -1.2669 0.2842 0.081
C -1.5003 1.1907 0.2524 -0.107
N -2.9095 1.4519 0.3164 -0.168
C -3.6032 1.1747 1.5569 -0.180
C -4.2265 -0.2221 1.6294 -0.177
C -5.1413 -0.4339 0.4269 -0.174
C -4.3441 -0.2446 -0.8643 -0.373
C -5.2267 -0.4185 -2.0950 -0.074
C -3.7144 1.1564 -0.8499 -0.155
N 2.6848 1.0979 0.0328 0.152
H 2.5004 3.8293 -1.0400 0.090
H 1.6929 3.3787 0.4618 0.074
H 3.2292 4.2746 0.5034 0.081
H 5.3914 3.0514 -0.1180 0.118
H 7.1007 -0.3478 -0.1707 0.081
H 7.3381 1.1802 0.7031 0.085
H 7.2629 1.1837 -1.0571 0.085
H 2.0179 -5.2502 -0.7605 0.079
H 3.5694 -4.9417 0.0458 0.075
H 2.1009 -5.2348 0.9999 0.079
H -0.0144 -3.1551 0.2006 0.100
H 0.9374 0.6353 0.1152 0.097
H -1.0361 1.6850 1.1154 0.129
H -1.1168 1.6793 -0.6523 0.130
H -2.9094 1.3266 2.3869 0.119
H -4.4047 1.9210 1.6434 0.120
H -3.4395 -0.9756 1.6157 0.094
H -4.7876 -0.3204 2.5610 0.108
H -5.5731 -1.4364 0.4553 0.115
H -5.9624 0.2890 0.4565 0.117
H -3.5452 -0.9899 -0.8860 0.123
H -4.6455 -0.2947 -3.0065 0.074
H -5.6727 -1.4104 -2.1046 0.076
H -6.0289 0.3179 -2.0972 0.077
H -3.1005 1.3025 -1.7420 0.125
H -4.5242 1.8987 -0.8724 0.128
```

- Charge: 0
- SMILES: Cc1cc(C)nc(-n2nc(C)cc2NC(=O)CN2CCC[C@@H](C)C2)n1
- HOMO level: -8.02 eV

=====

Energy ordering: b at the bottom, the next structure 83.2 kJ/mol above.

=====

a:
Below is 2 unconnected molecules or ions with the total composition C10H10N2O2, with properties calculated with ωB97M-V/def2-TZVPD.

The geometry in XYZ format:
```
24
Properties=species:S:1:pos:R:3:lowdin_charge:R:1
O -4.7382 -1.9657 -0.5238 -0.005
C -4.0846 -0.9577 -0.0842 -0.429
C -2.9392 -1.3902 0.6942 -0.011
C -2.1719 -0.4429 1.2985 -0.090
N -2.1369 0.8656 0.8837 0.109
C -3.0764 1.2995 -0.1347 -0.470
O -2.9954 2.3378 -0.7332 0.090
N -4.0899 0.3882 -0.4495 0.182
H -3.1735 -2.4889 0.7606 0.141
H -1.6297 -0.6096 2.2256 0.124
H -1.3193 1.4521 0.8731 0.149
H -4.7149 0.5923 -1.3086 0.211
C 4.6306 0.8702 0.9405 -0.068
C 3.7041 1.1563 -0.0840 -0.098
C 3.6345 0.2397 -1.1374 -0.095
C 4.5078 -0.8701 -1.3274 -0.055
C 5.2516 -1.2497 -0.1730 -0.109
C 5.3406 -0.4105 0.9140 -0.087
H 4.8227 1.4976 1.8820 0.118
H 3.2148 2.0573 0.1302 0.077
H 2.9807 0.4328 -1.9453 0.078
H 4.3772 -1.5134 -2.1653 0.087
H 5.9884 -1.9354 -0.4188 0.075
H 6.1262 -0.7071 1.5436 0.076
```

- Charge: 0
- SMILES: O=c1cc[nH]c(=O)[nH]1.c1ccccc1
- HOMO level: -9.31 eV

=====

b:
Below is 2 unconnected molecules or ions with the total composition C10H10N2O2, with properties calculated with ωB97M-V/def2-TZVPD.

The geometry in XYZ format:
```
24
Properties=species:S:1:pos:R:3:lowdin_charge:R:1
O 2.8839 2.2266 0.5609 0.066
C 2.7445 1.0512 0.3032 -0.431
C 3.7898 -0.1199 0.1861 0.022
C 3.1927 -1.3354 -0.1412 -0.128
N 1.8187 -1.4938 -0.2198 0.104
C 0.9349 -0.4143 -0.4956 -0.577
O -0.1015 -0.6658 -1.0434 0.079
N 1.4289 0.7585 -0.0173 0.118
H 4.9300 0.2835 0.3005 0.160
H 3.8514 -2.1804 -0.5483 0.141
H 1.5335 -2.4762 -0.7133 0.229
H 0.8878 1.6630 -0.5256 0.249
C -3.7019 0.2807 -0.1069 -0.081
C -2.7937 1.0361 -0.8194 -0.079
C -1.3870 1.0276 -0.5480 -0.070
C -0.9155 0.2357 0.5539 -0.110
C -1.8255 -0.6897 1.1062 -0.085
C -3.1512 -0.6124 0.8473 -0.110
H -4.6559 0.1483 -0.0952 0.034
H -3.2805 1.5520 -1.6698 0.106
H -0.8585 1.7598 -1.1685 0.101
H 0.1450 0.1825 0.7031 0.049
H -1.5616 -1.2206 2.0925 0.131
H -3.9083 -0.9971 1.4588 0.082
```

- Charge: 0
- SMILES: O=c1cc[nH]c(=O)[nH]1.c1ccccc1
- HOMO level: -7.73 eV

=====

c:
Below is 2 unconnected molecules or ions with the total composition C10H10N2O2, with properties calculated with ωB97M-V/def2-TZVPD.

The geometry in XYZ format:
```
24
Properties=species:S:1:pos:R:3:lowdin_charge:R:1
O -0.3550 -1.8790 -1.8276 0.060
C 0.1953 -1.5852 -0.7767 -0.449
C 0.1809 -2.2606 0.5454 0.015
C 0.7986 -1.5960 1.5611 -0.151
N 1.5187 -0.4999 1.4647 0.099
C 1.7475 0.1156 0.1905 -0.533
O 2.4834 1.0839 0.1026 0.071
N 0.9167 -0.3733 -0.7161 0.185
H -0.3751 -3.1967 0.7163 0.117
H 1.0354 -2.0169 2.5785 0.147
H 2.2701 -0.3053 2.2364 0.214
H 1.0185 -0.0367 -1.7136 0.202
C -1.5657 0.6683 1.1058 -0.119
C -2.2960 0.1168 0.0650 -0.095
C -1.9909 0.6840 -1.1656 -0.102
C -1.0616 1.7268 -1.3329 -0.085
C -0.3273 2.2231 -0.2398 -0.092
C -0.6747 1.7081 0.9744 -0.126
H -1.9942 0.3281 2.1250 0.136
H -3.0279 -0.6597 0.1746 0.106
H -2.3851 0.4027 -2.2044 0.132
H -0.9120 2.0556 -2.2850 0.069
H 0.4005 2.9539 -0.4173 0.095
H -0.1420 2.1423 1.7874 0.103
```

- Charge: 0
- SMILES: O=c1cc[nH]c(=O)[nH]1.c1ccccc1
- HOMO level: -9.15 eV

=====

d:
Below is C10H10N2O2 in the gas phase, with properties calculated with ωB97M-V/def2-TZVPD.

The geometry in XYZ format:
```
24
Properties=species:S:1:pos:R:3:lowdin_charge:R:1
C -2.9453 -1.1387 -0.5532 -0.076
C -3.5780 0.0845 -0.2434 -0.083
C -2.8743 1.0973 0.5384 -0.095
C -1.6426 0.7870 1.1059 -0.113
C -1.0496 -0.4119 0.7983 -0.179
C -1.6940 -1.3586 -0.0447 -0.133
C 1.0091 -0.5017 -0.3307 -0.422
C 1.1176 0.8857 -0.7571 0.055
C 2.3371 1.4746 -0.6045 -0.039
C 3.4769 -0.4719 0.2298 -0.487
H -3.4105 -1.8395 -1.1600 0.075
H -4.5716 0.2206 -0.4868 0.055
H -3.4672 2.0746 0.7153 0.112
H -1.1062 1.3040 1.8946 0.101
H -0.0325 -0.5685 1.1041 0.108
H -1.1767 -2.2715 -0.3236 0.128
H 2.1890 -2.0967 0.1743 0.200
H 0.3197 1.3404 -1.3933 0.148
H 2.5347 2.4751 -0.8767 0.113
H 4.3789 1.3757 -0.1438 0.192
N 2.2294 -1.0581 0.0374 0.226
N 3.4648 0.8608 -0.0620 0.122
O 0.0189 -1.1790 -0.2783 -0.058
O 4.4726 -1.0842 0.6600 0.051
```

- Charge: 0
- HOMO level: -6.84 eV

=====

Energy ordering: c at the bottom, the next structure 120.8 kJ/mol above.

=====

a:
Below is 2 unconnected molecules or ions with the total composition C2H5ClNOP, with properties calculated with ωB97M-V/def2-TZVPD.

The geometry in XYZ format:
```
11
Properties=species:S:1:pos:R:3:lowdin_charge:R:1
H -2.2156 2.3320 -0.8430 -0.051
N -2.0552 1.3657 -0.8152 -0.337
P -2.2294 0.4520 0.3948 0.350
Cl -2.2015 -1.4018 -0.2269 0.223
C 2.0995 -0.7339 -0.0880 0.026
C 0.9355 -0.0514 -0.1217 -0.266
O 0.0423 0.0964 0.9041 -0.204
H 2.4579 -0.9071 0.9440 0.063
H 2.6981 -1.1282 -0.8845 0.046
H 0.2970 0.3250 -0.9484 0.093
H 0.1714 -0.3488 1.6848 0.057
```

- Charge: 0
- SMILES: [H]/N=P/Cl.C=CO
- HOMO level: -9.07 eV

=====

b:
Below is C2H5ClNOP in the gas phase, with properties calculated with ωB97M-V/def2-TZVPD.

The geometry in XYZ format:
```
11
Properties=species:S:1:pos:R:3:lowdin_charge:R:1
O -1.9212 -1.1519 0.2426 0.005
C -0.8609 -0.9663 0.7504 -0.320
C -0.0202 0.0868 0.0473 -0.648
P -0.4712 0.1709 -1.8666 0.861
N 1.3814 -0.1455 0.2451 -0.398
Cl 1.8389 -0.4499 1.9695 0.522
H -0.6585 -1.3012 1.8130 0.108
H -0.4699 0.9715 0.4446 0.084
H -1.4146 1.1329 -1.4863 -0.111
H 0.6479 1.0378 -2.2544 -0.102
H 1.9482 0.6148 0.0948 -0.002
```

- Charge: 0
- SMILES: O=C[C@H](P)NCl
- HOMO level: -9.68 eV

=====

Energy ordering: a at the bottom, the next structure 129.6 kJ/mol above.

=====

a:
Below is a gas-phase ion, C4H8BrN2 (charge +1), with properties calculated with ωB97M-V/def2-TZVPD.

The geometry in XYZ format:
```
15
Properties=species:S:1:pos:R:3:lowdin_charge:R:1
C 1.2432 -0.9916 1.0378 -0.012
C 0.9455 0.0870 0.0185 -0.309
N 0.4562 1.2595 0.5978 0.124
C -0.7075 1.5530 0.2502 -0.127
C -1.3282 0.5703 -0.7248 -0.575
Br -2.8775 -0.3644 0.1095 0.761
N -0.2201 -0.3899 -0.9569 0.097
H 0.3553 -1.2380 1.6159 0.095
H 1.9944 -0.6151 1.7284 0.104
H 1.6391 -1.8833 0.5602 0.095
H 1.8287 0.3116 -0.5875 0.166
H -1.2356 2.4115 0.6262 0.135
H -1.6856 1.0353 -1.6447 0.115
H -0.5014 -1.3451 -0.6992 0.144
H 0.0936 -0.4008 -1.9313 0.187
```

- Charge: +1
- SMILES: C[C@@H]1N=C[C@H](Br)[NH2+]1
- HOMO level: -14.96 eV

=====

b:
Below is a gas-phase ion, C4H8BrN2 (charge +1), with properties calculated with ωB97M-V/def2-TZVPD.

The geometry in XYZ format:
```
15
Properties=species:S:1:pos:R:3:lowdin_charge:R:1
C -0.3900 2.0867 -0.3526 0.086
N 0.0621 0.5563 -0.4508 -0.002
C 1.3409 0.0376 0.2175 0.012
C 0.0503 -0.3296 0.7237 -0.220
C -0.4738 -1.7749 0.5563 -0.238
N -1.0919 -1.9831 -0.5002 -0.430
Br -1.4590 -3.7307 -0.9838 0.735
H -1.4444 2.0303 -0.2137 0.086
H 0.0479 2.5594 0.4716 0.074
H -0.1862 2.6905 -1.2791 0.122
H -0.2871 0.0027 -1.2776 0.185
H 2.1193 0.7473 0.5248 0.146
H 1.9002 -0.6492 -0.4475 0.146
H -0.1817 0.1351 1.6756 0.164
H -0.0067 -2.3784 1.3359 0.136
```

- Charge: +1
- SMILES: C[N@H+]1C[C@@H]1/C=N/Br
- HOMO level: -13.85 eV

=====

Energy ordering: a at the bottom, the next structure 233.4 kJ/mol above.

=====

a:
Below is C2H6N4O in the gas phase, with properties calculated with ωB97M-V/def2-TZVPD.

The geometry in XYZ format:
```
13
Properties=species:S:1:pos:R:3:lowdin_charge:R:1
N -2.3399 -0.1178 -0.0055 0.064
C -0.9384 -0.1369 0.0218 -0.318
N -0.0422 -1.2640 -0.1960 0.022
N 1.0596 -0.3709 -0.5238 -0.192
N 2.1915 -0.4400 0.1968 -0.001
C 0.1098 0.7250 -0.1029 -0.300
O 0.1453 2.0783 -0.0582 0.027
H -2.5416 0.9240 -0.0450 0.107
H -3.0338 -0.5562 0.7002 0.123
H -0.2682 -1.8052 -1.0421 0.111
H 2.1388 -0.2820 1.2147 0.094
H 2.8074 -1.2406 -0.0495 0.097
H 0.9192 2.3492 -0.6869 0.165
```

- Charge: 0
- SMILES: Nc1[nH]n(N)c1O
- HOMO level: -7.42 eV

=====

b:
Below is a molecular structure, C2H6N4O, with properties calculated with ωB97M-V/def2-TZVPD.

The geometry in XYZ format:
```
13
Properties=species:S:1:pos:R:3:lowdin_charge:R:1
C -0.8545 -0.1868 -0.2266 0.060
C 1.0485 -0.3878 -0.2810 -0.261
N -1.3499 0.6554 0.6455 -0.163
N 1.6597 0.3511 0.5085 -0.151
N 1.4328 -1.3431 -1.1727 0.127
N -0.5150 1.4741 1.2382 -0.038
O 2.9642 0.2703 0.5572 -0.174
H -1.3136 -0.8945 -0.8555 0.058
H -2.4124 0.8039 0.6813 0.196
H 2.0668 -1.8654 -0.6479 0.078
H 0.5393 -1.6573 -1.5688 0.091
H -0.8834 1.8685 2.0983 0.060
H 1.0583 1.1651 0.9107 0.117
```

- Charge: 0
- HOMO level (alpha / beta): -7.62 / -7.62 eV

=====

Energy ordering: a at the bottom, the next structure 253.5 kJ/mol above.